Formula: C59H181N41O26
Source: OMol25
Level of theory: wB97M-V/def2-TZVPD

Last column: Mulliken charge in e.
Geometry (Å):
C 0.170 -6.684 -1.337  0.567
O -0.957 -6.652 -1.032  -0.630
N 0.789 -7.891 -1.490  -0.212
N 0.787 -5.570 -1.757  0.524
H 0.342 -8.768 -1.264  0.245
H 1.594 -7.978 -2.093  0.153
H 1.727 -5.557 -2.126  0.081
H 0.143 -4.806 -1.904  -0.240
C -4.632 5.710 -0.206  0.641
O -5.427 6.429 -0.783  -0.817
N -4.701 4.432 -0.138  0.105
N -3.631 6.277 0.401  -0.125
H -4.023 3.997 0.472  -0.099
H -5.495 3.977 -0.566  0.094
H -2.950 5.734 0.912  0.112
H -3.535 7.281 0.337  0.133
C 0.114 7.737 0.634  0.510
O 0.778 6.861 0.037  -0.371
N -0.796 7.286 1.482  -0.013
N 0.146 9.022 0.462  -0.427
H -0.861 6.305 1.712  -0.567
H -1.550 7.853 1.845  0.251
H 0.646 9.316 -0.365  0.314
H -0.452 9.611 1.024  0.146
C -5.238 1.626 2.547  0.506
O -4.187 2.066 2.194  -0.717
N -5.664 1.602 3.759  -0.299
N -6.077 1.199 1.665  -0.242
H -6.632 1.387 3.948  0.152
H -5.127 2.008 4.512  0.377
H -7.019 0.855 1.781  0.192
H -5.611 1.179 0.769  0.109
C -2.999 2.564 6.438  0.634
O -4.060 2.712 5.843  -0.861
N -2.809 2.198 7.664  -0.346
N -1.869 2.781 5.782  0.153
H -3.630 1.977 8.209  0.237
H -1.866 2.355 7.992  0.157
H -1.976 2.946 4.792  -0.132
H -1.001 2.849 6.293  -0.196
C 3.308 -2.772 -2.948  0.504
O 3.379 -3.906 -2.524  -0.739
N 2.941 -1.753 -2.235  0.114
N 3.399 -2.347 -4.160  -0.282
H 2.610 -1.911 -1.294  0.208
H 2.774 -0.859 -2.674  -0.154
H 3.400 -3.027 -4.906  0.344
H 3.009 -1.421 -4.263  -0.173
C 2.419 -5.997 5.741  0.666
O 3.301 -5.174 5.695  -0.775
N 2.200 -6.634 6.816  -0.318
N 1.529 -6.181 4.799  0.301
H 2.916 -6.863 7.491  0.265
H 1.257 -6.986 6.894  0.146
H 1.693 -5.599 3.990  -0.116
H 0.753 -6.821 4.701  0.160
C -1.272 3.803 1.454  1.522
O -1.919 4.588 2.166  -1.175
N -0.099 3.957 1.001  1.438
N -1.724 2.627 1.106  0.356
H 0.350 3.313 0.366  -0.526
H 0.311 4.880 1.018  -0.700
H -1.243 2.179 0.338  -0.385
H -2.652 2.444 1.460  0.304
C -5.592 5.571 -4.322  0.690
O -4.875 6.007 -5.245  -0.721
N -6.518 6.288 -3.796  -0.457
N -5.453 4.399 -3.798  0.022
H -6.537 6.035 -2.818  0.215
H -6.428 7.246 -4.105  0.338
H -5.970 4.238 -2.945  0.075
H -4.935 3.700 -4.309  -0.101
C 1.192 0.035 -5.653  0.473
O 1.526 -0.012 -4.452  -0.081
N -0.018 0.029 -6.091  -0.183
N 1.999 0.156 -6.717  -0.442
H -0.760 -0.113 -5.421  -0.086
H -0.105 0.037 -7.097  0.150
H 1.676 0.120 -7.673  0.122
H 2.957 0.417 -6.532  0.239
C -4.882 0.881 -2.174  0.362
O -5.416 0.834 -1.092  -0.820
N -5.430 1.466 -3.211  -0.278
N -3.656 0.673 -2.540  0.439
H -4.864 1.573 -4.040  0.254
H -6.386 1.788 -3.165  0.242
H -3.385 0.845 -3.498  0.076
H -3.020 0.313 -1.843  -0.466
C 2.739 7.555 -3.621  0.390
O 3.166 8.518 -2.986  -0.796
N 3.120 7.172 -4.832  -0.278
N 1.729 6.824 -3.270  1.508
H 2.874 6.284 -5.245  0.229
H 3.741 7.812 -5.306  0.183
H 1.367 6.120 -3.897  -0.318
H 1.293 6.962 -2.369  -0.503
C 3.081 -3.540 2.712  0.904
O 2.104 -4.217 2.681  -0.999
N 3.322 -2.517 1.887  0.429
N 4.147 -3.793 3.461  -0.107
H 4.186 -1.998 1.952  0.202
H 2.600 -2.336 1.204  -0.504
H 4.985 -3.270 3.249  -0.183
H 4.095 -4.503 4.177  0.319
C -1.030 -2.898 -3.445  0.297
O -0.462 -3.212 -2.446  -0.319
N -2.284 -2.569 -3.495  -0.299
N -0.502 -2.998 -4.672  -0.299
H -2.811 -2.439 -4.347  0.181
H -2.681 -2.434 -2.577  -0.144
H 0.440 -3.337 -4.806  0.077
H -1.047 -2.710 -5.472  0.189
C -3.349 2.655 -6.480  0.513
O -3.734 2.178 -5.432  -0.647
N -3.640 3.848 -6.897  -0.273
N -2.634 1.965 -7.309  -0.382
H -4.299 4.455 -6.431  0.051
H -3.134 4.273 -7.661  0.176
H -2.415 1.009 -7.070  0.194
H -2.545 2.333 -8.246  0.173
C -4.617 -1.955 0.540  -1.789
C -4.472 -3.458 0.195  1.759
C -5.844 -4.106 -0.069  -1.205
O -5.665 -5.434 -0.586  -0.205
C -6.750 -6.252 -0.918  -0.835
N -3.678 -3.553 -1.040  -0.439
H -3.757 -1.290 0.464  0.125
H -4.979 -1.906 1.567  0.548
H -5.446 -1.424 0.071  0.615
H -3.965 -3.982 1.005  -0.608
H -6.284 -3.433 -0.804  0.395
H -6.504 -4.012 0.793  0.412
H -7.442 -5.719 -1.570  0.323
H -7.283 -6.549 -0.015  0.307
H -6.274 -7.138 -1.336  0.207
H -2.700 -3.468 -0.801  0.082
H -3.795 -4.488 -1.403  0.231
C 1.149 -0.049 1.111  -0.814
C 0.435 -0.692 -0.117  2.077
C 0.416 0.157 -1.376  0.776
O -0.177 1.461 -1.063  -0.158
C -0.610 2.172 -2.248  0.759
N 1.166 -1.927 -0.202  0.858
H 0.471 0.713 1.496  0.315
H 2.045 0.512 0.844  -0.073
H 1.423 -0.752 1.897  0.222
H -0.607 -0.736 0.202  -0.659
H 0.045 -0.528 -2.138  -0.580
H 1.434 0.238 -1.756  -1.114
H 0.241 2.574 -2.799  -0.136
H -1.233 2.991 -1.890  -0.400
H -1.202 1.588 -2.953  -0.400
H 0.950 -2.493 -1.010  -0.381
H 0.754 -2.506 0.517  0.071
C 3.127 3.976 1.244  -1.166
C 3.894 4.196 -0.118  0.354
C 4.482 2.875 -0.633  0.026
O 5.086 3.221 -1.844  -0.414
C 5.553 2.058 -2.543  -0.659
N 2.909 4.583 -1.108  0.115
H 3.912 3.660 1.932  0.599
H 2.281 3.294 1.172  -0.186
H 2.730 4.933 1.584  0.440
H 4.612 5.005 0.020  0.403
H 3.736 2.135 -0.923  -0.421
H 5.117 2.407 0.119  0.338
H 5.985 2.483 -3.449  0.356
H 4.832 1.349 -2.948  0.102
H 6.199 1.423 -1.937  0.319
H 3.425 4.622 -1.975  -0.050
H 2.616 5.533 -0.929  -0.179
C 0.829 6.893 -7.092  -1.653
C 0.220 5.477 -6.821  0.473
C 0.998 4.254 -6.249  -0.642
O 1.747 4.739 -5.132  0.024
C 2.638 3.774 -4.660  -0.924
N -1.052 5.705 -6.120  -0.034
H -0.009 7.558 -7.302  0.509
H 1.560 6.951 -7.898  0.420
H 1.237 7.417 -6.227  0.391
H 0.009 5.119 -7.829  0.485
H 1.729 3.902 -6.977  0.506
H 0.224 3.503 -6.096  0.024
H 3.256 4.220 -3.880  0.087
H 3.455 3.615 -5.364  0.441
H 2.188 2.864 -4.265  0.041
H -0.912 6.008 -5.166  -0.324
H -1.636 4.911 -5.902  0.136
C -2.635 8.666 -5.218  -1.306
C -1.469 9.180 -4.320  0.343
C -1.394 8.319 -3.111  -0.913
O -1.145 6.915 -3.466  1.383
C -1.532 6.045 -2.420  -1.062
N -0.248 9.203 -5.139  -0.700
H -2.601 7.608 -5.477  0.216
H -2.779 9.216 -6.148  0.442
H -3.549 8.869 -4.661  0.343
H -1.640 10.217 -4.031  0.414
H -2.294 8.443 -2.509  0.589
H -0.607 8.706 -2.464  -0.249
H -1.297 4.996 -2.599  -0.371
H -2.618 5.959 -2.405  0.383
H -1.303 6.454 -1.436  0.112
H 0.008 8.235 -5.274  -0.420
H -0.564 9.400 -6.078  0.378
C -2.160 -11.590 3.076  -1.618
C -1.309 -10.366 2.841  0.809
C -1.709 -9.086 3.613  -1.067
O -0.733 -8.017 3.653  -0.443
C -0.483 -7.488 2.389  -0.833
N 0.035 -10.839 3.022  -0.804
H -2.553 -11.852 4.058  0.339
H -1.642 -12.466 2.685  0.408
H -3.088 -11.478 2.515  0.403
H -1.546 -9.951 1.861  0.231
H -2.064 -9.315 4.618  0.491
H -2.644 -8.740 3.173  0.392
H 0.222 -8.087 1.813  0.540
H 0.105 -6.571 2.339  -0.135
H -1.398 -7.237 1.853  0.462
H 0.562 -9.990 3.170  0.307
H 0.063 -11.163 3.978  0.265
C 6.151 0.281 5.011  -1.748
C 6.022 -0.868 4.069  1.643
C 6.410 -0.483 2.621  -0.338
O 5.982 -1.580 1.818  -0.578
C 6.251 -1.390 0.448  -0.686
N 6.916 -1.975 4.433  -0.674
H 7.097 0.816 4.933  0.435
H 6.125 -0.049 6.049  0.446
H 5.333 0.984 4.846  0.239
H 5.039 -1.319 4.207  -0.814
H 7.471 -0.233 2.655  0.399
H 5.891 0.454 2.419  0.078
H 7.323 -1.319 0.265  0.387
H 5.783 -0.447 0.166  0.029
H 5.823 -2.236 -0.091  0.324
H 6.914 -2.625 3.660  0.277
H 7.834 -1.556 4.483  0.312
C -0.998 -3.214 8.418  -1.242
C 0.383 -3.714 8.825  0.534
C 1.344 -3.361 7.729  -0.212
O 1.663 -1.966 7.529  -0.630
C 2.490 -1.612 6.401  -0.048
N 0.898 -3.111 10.079  -0.865
H -0.993 -2.190 8.042  -0.065
H -1.676 -3.148 9.268  0.472
H -1.501 -3.864 7.702  0.330
H 0.400 -4.802 8.882  0.411
H 1.053 -3.724 6.744  -0.124
H 2.264 -3.897 7.964  0.470
H 3.001 -0.682 6.648  0.269
H 1.836 -1.542 5.532  -0.371
H 3.247 -2.384 6.266  0.384
H 1.763 -3.585 10.299  0.329
H 1.219 -2.215 9.742  0.352
C 0.394 5.218 4.774  -1.236
C 1.157 4.562 5.850  0.959
C 1.967 3.318 5.288  -0.635
O 1.266 2.217 4.997  0.221
C 1.967 1.114 4.459  0.716
N 2.020 5.559 6.491  -0.739
H -0.206 6.052 5.137  0.482
H -0.387 4.641 4.279  -0.143
H 1.038 5.656 4.011  0.370
H 0.413 4.205 6.562  0.099
H 2.798 3.027 5.931  0.299
H 2.344 3.703 4.341  -0.027
H 2.805 0.882 5.115  -0.134
H 2.450 1.399 3.524  -0.019
H 1.277 0.327 4.153  -0.491
H 1.720 6.521 6.561  0.218
H 2.303 5.177 7.382  0.244
C 1.914 -6.501 -4.903  -1.157
C 2.411 -7.899 -4.633  0.315
C 3.443 -8.182 -5.813  -0.681
O 2.804 -8.255 -7.072  -0.357
C 1.980 -9.461 -7.247  -0.748
N 3.116 -7.965 -3.324  -0.690
H 2.774 -5.837 -4.808  0.239
H 1.268 -6.296 -4.050  0.188
H 1.473 -6.389 -5.894  0.432
H 1.482 -8.467 -4.582  0.291
H 3.969 -9.120 -5.640  0.400
H 4.181 -7.383 -5.886  0.346
H 2.558 -10.335 -7.547  0.305
H 1.234 -9.331 -8.031  0.279
H 1.416 -9.780 -6.371  0.289
H 3.947 -7.400 -3.434  0.261
H 3.477 -8.876 -3.079  0.205
C -2.133 -4.295 3.097  -1.981
C -1.579 -2.927 2.673  1.913
C -0.982 -2.040 3.820  0.007
O -1.949 -1.596 4.836  -0.538
C -1.337 -0.749 5.797  0.224
N -0.480 -3.347 1.788  0.493
H -2.542 -4.909 2.295  0.221
H -2.942 -4.145 3.812  0.627
H -1.475 -4.977 3.635  0.196
H -2.399 -2.397 2.190  -0.656
H -0.536 -1.162 3.354  -0.191
H -0.165 -2.618 4.254  -0.319
H -0.387 -1.088 6.211  -0.462
H -1.969 -0.417 6.621  0.509
H -1.097 0.121 5.185  0.042
H 0.297 -3.681 2.342  -0.522
H -0.717 -4.222 1.341  -0.055

Cartesian forces, eV/Å:
2.8491 -1.3277 -2.4320
-5.7432 0.4241 2.5703
1.5114 -0.8621 -0.0366
1.0880 0.1933 0.0591
-0.4153 0.6862 0.1346
0.3203 0.3007 0.2287
-0.0775 0.2707 0.2305
0.5131 0.1895 -0.0288
-0.9026 2.8941 -0.6720
-2.1965 0.7044 -1.8568
-0.0363 -3.7971 0.0659
3.0488 1.3352 1.7366
-0.5460 -0.8848 -0.0812
0.4165 -0.2684 0.5315
0.1253 0.1322 0.3095
-0.1409 -0.4536 -0.0344
0.0346 -4.2344 -0.5210
0.6371 1.1815 -0.2350
-1.8167 -0.1135 1.9899
0.6650 2.5657 -0.9457
-0.1611 -0.0442 0.0485
0.2985 -0.0176 0.0452
-0.0357 0.5779 0.3160
0.3680 0.1439 -0.5038
-0.8673 0.3799 0.4682
3.9267 1.2918 -0.7776
-1.4027 -0.0479 4.5636
-2.1237 -1.4528 -3.9115
0.3765 -0.0191 -0.0044
0.2420 0.1174 0.0931
0.5113 0.0701 0.1387
-0.8371 -0.3481 -0.5422
-0.7670 0.9647 -3.4079
-1.2590 -0.4388 0.5751
-0.2180 -0.8638 3.2408
1.5738 0.4937 -0.9183
0.5911 0.2070 0.3635
-0.6333 -0.5026 0.8421
0.4686 0.2294 0.1501
0.0766 -0.1773 -0.9104
-1.1088 -1.4847 1.8114
0.6726 -1.6661 0.0763
-0.2586 2.8573 3.4760
1.1988 0.0970 -5.6347
0.1370 0.3328 0.2942
-0.0567 -0.2258 0.4522
0.0936 0.3758 -0.0194
0.0191 -0.3677 -1.1569
0.2344 1.8464 -1.4878
2.5394 1.3807 -0.9155
-1.7420 -3.7624 5.1528
-1.4626 0.4703 -3.2209
-0.3464 0.3924 -0.1693
0.4800 -0.5544 0.5622
-0.1111 0.3233 -0.3232
0.3265 -0.3273 0.6088
-2.7915 -0.9053 1.3064
0.1482 1.0848 0.1722
5.6759 2.9147 -1.5498
-1.8922 -1.6350 -0.2153
-0.2153 0.0133 0.0936
0.2937 -0.0200 -0.2143
-0.5777 -0.6465 0.2655
-0.3178 -0.9383 -0.2417
3.0411 1.2506 -3.6699
-0.0960 -0.7952 -0.6734
-2.5943 2.2345 1.6098
0.4694 -3.1801 1.1607
-0.8042 1.3224 0.6539
-0.2714 0.1349 0.7155
0.3526 -0.7900 -0.3709
0.1355 -0.1251 0.6411
2.3142 0.3220 2.0717
0.0122 0.1348 -1.4957
-4.3071 -0.3320 -0.3472
3.0740 0.1588 -0.3964
-0.1366 -0.0473 -0.4510
-0.9702 0.0054 0.5714
0.2728 0.1135 0.3995
-0.1025 -0.2011 -0.3007
-1.3333 2.1599 0.0262
-0.2740 -1.0158 1.6182
-3.3309 1.2599 -2.5724
4.7173 -2.3850 1.1243
-0.8690 0.3240 -0.2136
0.2754 -0.2021 -0.1862
0.3698 -0.1808 0.4970
0.2328 -0.0006 -0.4059
0.2906 1.9556 0.6328
0.3862 -0.1709 -0.1963
2.7765 0.6465 -2.7239
-2.9546 -1.9685 2.4296
-0.0434 0.4355 0.1535
0.0455 -0.4212 -0.0061
-0.0894 0.1974 0.4191
0.0589 -0.0757 -0.0446
3.3441 1.2123 -0.6999
-3.6569 -2.0956 0.3085
-1.0827 1.0413 -0.8732
1.4529 -0.3207 1.0663
-0.2959 -0.0043 -0.2863
0.3815 0.3530 -0.2989
-0.1812 -0.4454 0.3842
0.0524 0.0685 0.3144
0.3541 -1.0399 -2.4206
1.5959 0.0423 2.6979
-3.0249 1.6308 0.7853
1.5107 0.0037 -1.9511
0.0581 -0.0353 0.5253
-1.0491 -0.1400 -0.2018
-0.2345 0.0962 0.1089
0.4400 -0.2531 0.1584
-1.1252 0.2321 1.1128
-0.7242 -0.8194 2.2894
-0.7158 2.9756 -1.1764
2.6030 -2.2156 -2.6377
0.0644 0.4516 0.5846
-0.1776 -0.0470 0.1712
-0.1121 0.3728 -0.3414
0.2371 -0.6752 0.0963
-1.3394 -0.4442 1.1935
0.2020 0.7454 -0.6436
0.2119 0.3462 -0.6425
1.1367 1.2195 0.7232
0.1176 0.4427 0.6966
-0.2870 -0.0299 0.0132
0.3024 -0.5206 -0.1271
0.4114 0.0882 0.5073
0.1247 -0.3160 -0.8702
-0.0917 -0.0183 0.1869
-0.3397 -0.2262 -0.5941
0.0863 -0.5538 0.3979
-0.0909 -0.2936 -0.3904
-0.2669 -0.0985 0.1295
-0.4694 0.0521 -0.3698
0.3373 -0.0917 0.1287
0.1512 -0.2743 -0.1908
-0.8798 1.5613 -0.5124
0.9270 1.3309 1.9663
1.4058 -0.2528 1.0010
-0.1523 -1.6445 -2.0235
0.3495 0.1635 0.6119
-0.3372 -1.0238 -0.9567
-0.0224 0.1070 0.5161
0.3181 -0.1890 -0.3210
-0.3497 -0.0853 -0.2031
-0.4236 -0.7872 -0.0901
-1.4763 0.7452 -0.4798
0.2681 0.9274 0.2737
0.1930 0.0740 0.1049
0.0493 0.0062 -0.0282
-0.0184 -0.4082 0.2438
-0.4527 0.0807 -0.5542
-0.2300 -0.3115 0.7915
1.3798 0.5632 -1.0161
-2.2871 -1.2140 1.2401
-0.5946 0.9795 0.2928
1.1615 -1.4840 -0.8269
0.0658 0.9415 -0.5871
-0.0581 0.2116 -0.4584
-0.3871 -0.2601 0.5155
0.4536 -0.2622 -0.0470
0.0559 0.0740 0.0497
0.6479 -0.3968 0.0912
-0.7745 0.0365 0.6535
0.6790 0.0128 -0.0799
0.7589 -0.2885 0.2198
-1.0957 0.2172 0.4190
0.5519 0.3866 0.0171
-0.2098 0.1513 -0.3237
-0.3423 0.2332 0.0715
-0.1149 -0.2259 0.7845
-0.6299 -0.2691 -0.4505
0.5881 2.7947 -0.6677
-1.1309 -1.3232 -0.3055
1.6641 0.3561 0.9154
0.0344 0.0459 0.2337
-0.1666 -0.3904 -0.6688
-0.0195 -0.2654 0.0165
0.5003 -0.6731 0.0455
-0.5512 -0.0592 -0.2701
0.0372 -0.2594 -0.2470
0.2649 -0.3489 0.7468
-0.5784 0.1479 0.5118
-0.3282 -0.7065 -0.8122
-0.1235 -0.0842 -0.2646
0.4707 0.9145 0.1887
0.0662 -0.7172 -0.8168
-0.7196 0.7164 0.8455
-0.8457 -0.4218 -2.5191
0.7845 -0.8160 0.4970
-0.1211 1.2785 0.5280
-1.7085 0.2139 0.1116
0.3055 -0.4823 0.3384
0.2267 0.1150 0.2815
0.4444 0.2621 -0.0672
-0.3614 -0.3485 0.0155
-0.3009 -0.0372 0.3114
-0.4302 -0.4120 -0.2257
0.5448 -0.3632 0.0833
1.1259 0.3178 -0.0291
-0.5548 0.3582 -0.0650
0.7336 -0.4697 0.0427
0.2988 -0.1936 0.5210
0.0046 0.6164 -0.2053
-1.8735 -0.1462 -0.6924
-0.8612 0.7058 0.2697
-0.5050 -0.1007 0.9124
-0.5858 -0.9631 0.8127
0.6783 0.5727 -1.5490
0.9589 1.3052 0.3663
0.6710 0.4577 0.5485
-0.0059 0.1138 -0.0500
-0.1249 -0.1815 -0.2769
0.8753 -0.9888 -0.8562
0.8186 0.1147 0.5366
0.0157 0.4187 -0.5016
-0.5389 -0.8057 -0.3985
-0.1717 0.4796 1.2057
-0.0791 -0.4192 -0.2474
0.8850 0.3551 -0.5257
-0.0488 -0.7909 0.3263
0.0690 0.4850 0.6487
0.9845 -1.0701 -0.4375
-1.9437 0.0899 1.7055
0.9919 0.6690 0.4972
-0.1229 0.1486 -0.0834
-0.0123 0.2945 0.7394
0.1297 0.0876 -0.3444
-0.2620 -0.1752 -0.0126
0.0639 0.1577 0.0521
-0.4450 0.4404 -0.6985
0.3226 -0.5033 -0.5506
-0.3155 0.0800 -0.8492
0.1324 -0.0784 -0.0564
-0.0848 0.0277 -0.5111
-0.0037 0.1518 -0.0532
0.2805 -0.2134 -0.0415
0.4953 -0.3534 0.0677
-0.8355 0.2215 1.0084
-0.1839 1.2350 -0.4328
1.8976 -0.2015 -2.0408
-0.5232 0.3203 1.1588
-0.5253 -1.2903 1.1025
-0.6734 -0.2160 -0.4516
0.3581 -0.1408 -0.2323
0.0512 -0.2631 0.2842
0.3019 0.0263 -0.2419
-0.0997 -0.0311 0.1890
-0.4465 -0.4087 -0.0937
0.4611 0.0289 -0.1143
-0.3275 0.0480 -0.0723
0.2991 0.1582 -0.2681
0.0673 -0.1100 -0.3061
0.1734 -0.2607 0.1970
0.0394 0.6297 0.3916
-1.2597 1.0788 -1.3686
-0.0884 -0.7187 0.4139
1.6232 2.6733 -0.0847
-3.2924 -2.2688 0.0259
0.5868 1.3519 -0.6269
0.9166 -1.4706 -0.0804
0.1377 0.2401 0.4425
0.4073 -0.5507 -0.0782
0.2180 -0.1706 -0.1326
-0.0472 -0.3385 0.3702
0.4137 0.4454 0.4062
0.8343 0.3003 -0.1603
-0.2451 -0.7161 0.2701
0.1102 0.3443 -0.4123
0.0273 -0.0647 0.8207
-0.4673 -0.3683 -0.1235
0.2053 0.5303 0.1444
0.4032 0.3421 1.2479
1.6272 0.2082 -0.9623
-1.5632 -1.3453 0.5282
-1.2930 -1.2274 -0.5491
0.4482 0.4506 0.0226
-0.2977 0.4992 -0.7934
0.0163 0.3667 -0.0974
-0.5023 0.5729 -0.5284
-0.1838 -0.1297 0.2371
0.5212 -0.8978 -0.2429
0.2359 -0.2087 0.2135
-0.1440 0.1545 0.2065
0.5363 0.1381 0.0194
0.2437 0.6050 -0.0712
0.1671 0.4354 0.3674
0.1607 0.4407 0.3345
-0.2320 -0.4259 -0.3003
-1.5069 0.2493 1.8824
0.3020 -1.8405 0.9419
-1.1013 -0.1198 0.1291
0.5495 -1.7953 -0.5953
0.6838 1.0393 -1.4516
0.3301 1.1966 -0.6433
0.0389 0.4033 -0.4012
-0.4261 -0.0502 0.0569
0.7328 0.4035 -0.0421
0.3240 0.2397 -0.3814
0.0244 0.2682 -0.1262
0.0764 -0.0947 0.4777
0.0021 -0.6037 0.0315
-0.4925 -0.4992 -0.3205
0.2646 0.7301 0.4917
0.5398 0.3582 0.4695
-0.5292 0.0267 -0.5228

Values from the calculation:
charge: 0
HOMO: -8.5 eV